[1]
Computed, not measured: a 12-piece molecular cluster, C17H59BClNO14P overall at a distorted geometry, with ωB97M-V/def2-TZVPD.

Charge: +1
HOMO-LUMO gap, eV: 8.48
E_HOMO, eV: -11.881
Energy, Ha: -2617.17728

```
94
C17H59BClNO14P | the Open Molecules 2025 dataset | ωB97M-V/def2-TZVPD
O 3.988 -1.667 4.261
H 3.913 8.349 -3.479
H 0.856 -4.481 0.076
C -0.751 -0.951 0.138
O 0.480 2.464 3.460
C -1.059 -3.506 -0.722
H 5.710 -2.531 4.985
H -1.540 -0.226 -0.379
H -0.036 -1.001 -7.678
H 1.477 -0.755 -6.768
H -0.003 0.148 -6.315
H 4.504 -2.043 6.217
O -7.254 -0.522 -1.708
H 0.193 3.175 -1.798
H 1.390 -2.270 0.916
H 1.595 0.217 4.276
H -8.205 -2.346 -1.710
H 3.259 3.355 0.352
H -0.095 4.407 3.816
C -0.290 5.050 -1.692
O -5.912 -0.818 4.637
H -7.312 -1.932 -3.206
C 4.255 -2.142 1.044
H -1.187 5.643 -1.502
O -4.605 -1.799 1.974
H -1.320 -2.294 -4.003
H 0.340 2.579 2.505
H 0.464 5.280 -0.935
C -1.792 -3.990 -4.816
H 1.964 0.213 6.029
H 1.693 -1.893 5.165
H 4.213 -3.477 5.198
H -4.190 -1.682 5.360
O 0.218 1.745 0.053
H 5.195 7.991 -4.664
C -5.256 -1.624 5.598
H 4.032 -2.900 1.939
H 0.313 0.575 5.461
H -6.423 -2.396 -1.731
H -5.687 -2.628 5.573
H 3.023 5.353 -0.746
H -2.571 -4.748 -4.706
C 4.810 7.757 -3.669
O 4.477 6.382 -3.602
H -6.025 -1.425 0.532
O 3.950 3.572 -0.297
H 0.217 -1.137 -1.712
C 4.644 -2.473 5.222
H -8.049 -0.088 -2.062
H -0.816 -4.442 -4.622
O 0.877 -1.392 5.338
O -2.026 -2.952 -3.882
H 5.409 -1.878 1.153
H 4.121 4.709 -1.994
C 0.387 -0.801 -6.692
H -1.823 -3.584 -5.830
C 3.369 4.446 -1.247
H -5.508 0.066 4.682
O 0.019 -1.847 -5.812
H -1.484 -3.210 -1.771
C 0.755 3.744 3.997
H -0.382 -0.526 1.191
P 1.377 0.513 -0.492
H 0.409 -1.642 -4.945
H 3.857 -2.292 -2.696
H 1.654 4.151 3.529
B 2.860 -2.354 -0.959
H -1.503 -4.579 -0.444
H -2.579 -2.378 0.695
H -5.396 -1.194 6.592
O 4.097 -2.786 -0.269
H -5.532 -0.018 1.525
C -7.305 -1.877 -2.114
H 4.392 -0.783 4.306
H 2.530 3.946 -1.738
H -0.914 -2.785 1.506
C 1.210 -0.018 5.271
H -5.295 -2.016 2.623
H 0.095 5.284 -2.688
H -0.577 1.767 -0.556
C 0.574 -3.663 -0.732
C 1.356 -2.263 -0.257
C -5.186 -0.925 1.024
O -0.623 3.675 -1.626
C -1.421 -2.432 0.484
H 5.564 7.987 -2.911
H -4.434 -0.662 0.276
Cl 2.005 1.269 -2.422
O 2.919 -2.007 -2.414
H 5.293 5.882 -3.775
N 0.535 -1.075 -0.705
H 3.600 -1.182 1.208
H 1.010 -4.034 -1.768
H 0.918 3.650 5.073
```

Löwdin population analysis, charges in e, atoms 1 to 6: O -0.158; H 0.082; H 0.146; C -0.157; O -0.151; C -0.156

***

[2]
Computed, not measured: a 13-piece molecular cluster, C17H60N14O13 overall at a distorted geometry, with ωB97M-V/def2-TZVPD.

HOMO-LUMO gap, eV: 7.62
Relative energy (zero: lowest compared OMol25 entry of this formula, charge and spin), kJ/mol: 143.5
E_HOMO, eV: -7.837
Energy, Ha: -2428.27893

```
104
C17H60N14O13 | the Open Molecules 2025 dataset | ωB97M-V/def2-TZVPD
H -4.351 -0.635 0.067
H -2.190 1.851 0.594
H 0.787 -3.176 1.554
C -0.040 0.203 -4.816
H 5.331 1.635 3.445
H 2.961 1.010 -3.443
N -2.636 0.991 0.847
C 3.985 3.058 2.523
N -4.239 -0.291 1.707
H 2.572 2.283 1.226
H -1.783 3.896 1.215
H -4.020 -2.629 0.229
H 0.171 0.107 -1.100
N 0.140 -1.077 -4.665
H -2.792 -5.053 2.376
O -1.343 3.345 0.578
H -3.844 -1.187 1.584
H -3.238 -2.074 -3.224
C -0.225 -3.413 -2.344
N 3.031 -0.648 4.323
H 3.517 1.078 2.153
H 3.386 0.252 -0.592
N 0.152 0.540 -6.035
C 0.177 0.203 -0.076
H 3.624 3.584 -0.818
H 1.603 -1.062 -3.481
H -1.416 4.676 -0.813
O 2.126 -2.297 0.220
C -3.694 -1.356 -1.660
H 0.080 0.670 5.071
N 3.391 -0.713 2.113
H 2.742 -2.608 -0.466
C -1.891 3.723 -0.591
O 2.344 -0.945 -2.833
H 2.314 -0.425 4.962
H -1.910 1.675 -1.526
H -1.204 -5.091 1.606
H 0.459 3.049 0.714
N -4.602 -1.277 -0.715
O -3.035 1.484 4.323
C 2.583 -0.740 3.090
N -0.135 -2.130 -2.187
H 4.507 -0.259 -1.665
C 2.643 0.377 -2.571
H -1.529 -4.797 -2.368
H -1.986 2.969 -2.681
H 4.432 -0.829 2.307
C -1.710 1.200 4.120
N 3.272 2.053 1.989
C 1.542 -3.419 0.883
H 1.783 0.886 -2.181
N -3.854 -2.312 -2.469
N 5.000 2.626 3.225
C 2.708 3.962 -1.245
O 0.859 -4.162 -2.598
H 0.589 -1.808 -5.329
H 4.369 1.343 -1.498
H -4.791 -2.726 -2.688
O 3.633 4.405 2.356
H 3.959 -0.298 4.586
H -5.456 -1.904 -0.666
O -0.506 -0.883 0.528
H 1.143 0.204 0.388
H -1.781 0.864 2.041
O -0.375 1.007 -3.818
H -2.145 0.155 0.500
H 5.479 3.419 3.737
O 1.205 -0.723 2.931
H 1.058 -4.025 0.131
O -3.672 -2.992 1.048
H 0.792 4.538 -0.543
H -1.744 -2.975 0.417
H -0.011 -1.459 -3.699
H 0.046 -1.341 1.131
H -0.309 1.109 0.185
N -1.117 0.862 2.940
C -1.678 2.673 -1.707
N -0.882 1.035 5.096
C -3.756 0.896 1.438
H -1.309 1.313 5.988
H 2.989 -1.097 1.228
O 1.318 2.917 0.277
H -0.248 0.361 2.904
O -2.533 -0.595 -1.640
C 3.764 0.469 -1.545
N -1.454 -3.805 -2.459
C -2.520 -3.657 0.735
H -1.709 -3.944 2.810
H -0.597 2.633 -1.933
H -2.369 -3.340 -2.310
H -2.721 -4.217 -0.163
H -2.943 4.036 -0.462
H 2.028 4.830 0.528
H 0.277 -0.018 -6.886
C 1.651 4.172 -0.163
H 2.981 4.897 -1.706
H -4.983 -0.189 2.364
H 2.312 -3.932 1.323
O -4.520 1.911 1.840
H -0.137 1.603 -6.197
H 0.757 -1.851 -1.827
C -2.066 -4.492 1.911
H 2.398 3.390 -2.142
H -0.970 -1.544 -1.850
```

Löwdin population analysis, charges in e, atoms 1 to 6: H 0.074; H 0.063; H 0.052; C -0.710; H 0.130; H 0.129